1.
Density functional theory data (wB97M-V/def2-TZVPD) for 5 unconnected molecules or ions with the total composition C25H59BrN5O5 at a distorted geometry.

Cartesian coordinates (Å):
C 1.65283 -1.78947 3.42102
C 1.05055 -0.92974 2.86819
N 0.27636 0.00319 2.15662
C -1.15312 0.12074 2.72078
C -1.50885 1.45988 3.33094
C -3.04328 1.48751 3.51196
C -3.75310 1.69873 2.15508
C -4.60504 0.50722 1.69627
C 1.02759 1.29252 2.02346
C 0.49714 2.16824 0.90964
O 0.64000 3.34445 0.89879
Br -0.30334 1.21446 -0.57001
H 2.21460 -2.49436 3.99321
H 0.19184 -0.36844 1.19961
H -1.23831 -0.64225 3.48776
H -1.82917 -0.16918 1.92152
H -1.04244 1.53040 4.31182
H -1.25402 2.30734 2.70392
H -3.37751 0.55647 3.96273
H -3.26886 2.31753 4.17160
H -3.00732 1.88250 1.37805
H -4.35653 2.60117 2.18744
H -5.62700 0.58079 2.05139
H -4.64042 0.48888 0.60810
H -4.17706 -0.44268 2.00988
H 1.08833 1.83916 2.95539
H 2.04711 1.02456 1.72991
C 3.87057 -2.92851 -1.57099
C 3.32635 -1.50795 -1.65767
C 4.04203 -0.48165 -0.76664
O 3.68855 -0.54974 0.61317
C 4.38923 -1.52671 1.36678
N 1.89157 -1.51410 -1.36348
H 3.55861 -3.43523 -0.65683
H 3.50001 -3.52274 -2.40670
H 4.96149 -2.93595 -1.61099
H 3.45853 -1.16834 -2.68849
H 3.73294 0.51679 -1.08826
H 5.12986 -0.53518 -0.88515
H 5.41686 -1.63794 1.01538
H 3.88772 -2.49696 1.33313
H 4.41281 -1.18847 2.40334
H 1.54978 -0.57199 -1.51742
H 1.80560 -1.65529 -0.35958
C 3.04959 -5.39572 -7.90712
C 2.00449 -5.39630 -6.79619
C 2.22231 -4.31070 -5.73278
O 3.26389 -4.57698 -4.81149
C 4.56670 -4.26656 -5.27508
N 1.92503 -6.73938 -6.21706
H 3.98895 -5.84180 -7.58190
H 2.69416 -5.98270 -8.75270
H 3.25366 -4.38305 -8.26061
H 1.03671 -5.18154 -7.25894
H 1.31444 -4.24412 -5.12722
H 2.37284 -3.32720 -6.19853
H 4.56597 -3.39125 -5.93072
H 5.00990 -5.11673 -5.79702
H 5.18372 -4.04944 -4.40253
H 1.14857 -6.78367 -5.56380
H 2.75128 -6.88436 -5.64363
C -6.05834 3.40017 9.25521
C -6.17187 2.06929 8.51896
C -4.84376 1.56225 7.94048
O -4.41076 2.22924 6.76551
C -3.74671 3.46026 6.98821
N -7.22322 2.17405 7.50423
H -5.98770 4.24167 8.56626
H -6.94407 3.56337 9.86683
H -5.18652 3.41841 9.91207
H -6.49398 1.31971 9.24718
H -4.97996 0.51877 7.64490
H -4.04975 1.58265 8.69825
H -3.15680 3.43726 7.90830
H -4.44806 4.29578 7.02690
H -3.07217 3.62993 6.14687
H -7.39602 1.26086 7.09430
H -6.86814 2.73879 6.73786
C 2.08370 1.72257 -5.38738
C 1.29780 1.90552 -4.09435
C -0.08682 2.54418 -4.28106
O -0.07930 3.93384 -4.50759
C 0.14416 4.33169 -5.85053
N 2.12259 2.64127 -3.12928
H 2.51482 2.66062 -5.73501
H 2.91017 1.03034 -5.22898
H 1.45237 1.31953 -6.18091
H 1.11826 0.90678 -3.67761
H -0.62481 2.40526 -3.33959
H -0.65619 2.02840 -5.06548
H -0.30670 3.62789 -6.55539
H 1.20966 4.43343 -6.06737
H -0.32259 5.30620 -5.98321
H 1.64400 2.67235 -2.23344
H 2.15932 3.61270 -3.42617

Calculated values
HOMO energy (eV): -10.609
Net charge: +1
Frontier orbital gap (eV): 7.35
E (eV): -114600.91114

2.
Density functional theory data (wB97M-V/def2-TZVPD) for 3 unconnected molecules or ions with the total composition C25H59BrN8O3P2.

Cartesian coordinates (Å):
C 1.14183 5.31693 6.52697
C 0.19814 4.44741 6.19465
C 0.06689 3.75993 4.88591
P -1.47402 3.98727 3.70027
C -1.56349 5.84387 3.85764
C -2.56078 6.47429 4.90485
N -1.89855 7.09411 6.05060
N -3.47636 5.45420 5.40649
N -3.32291 7.47440 4.16666
C -2.49661 2.66856 4.52178
C -2.25619 1.17459 4.12964
N -3.36830 0.37189 4.64271
N -1.04935 0.57205 4.67091
N -2.11406 1.06670 2.68949
P -2.94544 3.85075 1.79012
O -2.12492 4.84468 0.75527
Br -4.81156 5.05313 2.27002
H 1.18290 5.76742 7.51186
H 1.91920 5.59758 5.82307
H -0.53542 4.17017 6.95474
H 0.12057 2.68455 5.06634
H 0.93434 4.00973 4.26184
H -0.58628 3.60242 2.66855
H -1.88293 6.22145 2.88609
H -0.54239 6.18964 4.03678
H -1.74316 6.41630 6.78577
H -0.97021 7.41360 5.80132
H -4.38507 5.53557 4.96444
H -3.59756 5.55543 6.40714
H -3.95859 7.90538 4.83562
H -2.69901 8.22931 3.88997
H -2.34230 2.75887 5.60058
H -3.53682 2.94188 4.32987
H -3.16686 0.01384 5.56896
H -4.22149 0.91650 4.70245
H -0.91131 0.79209 5.65029
H -0.23469 0.86939 4.14921
H -2.96196 1.37434 2.22213
H -2.01104 0.07478 2.48745
H -1.44760 5.39511 1.17065
C 2.65784 0.52646 -3.03693
C 2.18170 -0.48992 -1.98369
C 0.81198 -1.07402 -2.35772
C -0.34600 -0.09645 -2.17881
C -0.35601 0.48032 -0.76622
C 0.97437 1.13986 -0.37888
N 2.06174 0.13042 -0.62264
O 2.26923 -0.67231 0.34896
C 1.19355 2.43473 -1.16108
C 0.97477 1.48248 1.10392
C 3.21735 -1.60584 -1.89890
H 3.23514 1.32883 -2.58034
H 3.30401 0.01948 -3.75314
H 1.83654 0.97014 -3.59750
H 0.62394 -1.95446 -1.73676
H 0.86963 -1.41992 -3.39417
H -0.30217 0.70280 -2.92355
H -1.28445 -0.62470 -2.35769
H -1.15167 1.22056 -0.64458
H -0.55259 -0.32597 -0.05242
H 2.18271 2.84575 -0.95325
H 0.44476 3.15521 -0.82795
H 1.08414 2.32510 -2.23512
H 0.73454 0.61808 1.71648
H 0.20752 2.23943 1.27110
H 1.94515 1.87181 1.41666
H 4.18545 -1.21482 -1.58322
H 3.32314 -2.02888 -2.90004
H 2.92463 -2.39265 -1.20950
C 1.29661 -7.99145 -5.52968
C 0.92116 -6.57396 -5.98925
C 2.17065 -5.72394 -6.26822
C 2.91350 -5.27910 -5.01088
C 1.96912 -4.57608 -4.03991
C 0.75364 -5.43554 -3.67057
N 0.09996 -5.85197 -4.95513
O -0.72598 -4.99824 -5.42374
C 1.17246 -6.63166 -2.81264
C -0.25514 -4.62663 -2.86566
C 0.07370 -6.68270 -7.25282
H 0.57719 -8.37796 -4.80970
H 1.29137 -8.65641 -6.39301
H 2.28940 -8.04285 -5.08514
H 1.86049 -4.83753 -6.82966
H 2.82895 -6.30412 -6.92124
H 3.40441 -6.12682 -4.52598
H 3.71168 -4.59183 -5.29868
H 2.48508 -4.30433 -3.11538
H 1.61485 -3.64710 -4.49827
H 0.32241 -7.29229 -2.63748
H 1.51021 -6.25024 -1.84820
H 1.98254 -7.21746 -3.23425
H -0.56230 -3.71808 -3.37518
H 0.21108 -4.35879 -1.91494
H -1.14636 -5.21924 -2.65575
H -0.85477 -7.21698 -7.04908
H 0.64376 -7.24209 -7.99728
H -0.17718 -5.70614 -7.65448

Calculated values
HOMO energy (spin up / spin down) (eV): -7.129 / -7.129
Net charge: 0
Frontier orbital gap (spin up / spin down) (eV): 7.60 / 7.60
2S+1: 3
E (eV): -133561.83153

3.
Density functional theory data (wB97M-V/def2-TZVPD) for 5 unconnected molecules or ions with the total composition C25H60N5O5 at a distorted geometry.

Cartesian coordinates (Å):
C -4.20903 -1.13354 -2.96522
C -4.97600 -0.80043 -1.85015
C -5.67172 0.45716 -1.61543
C -6.31808 1.03376 -2.89631
C -7.88439 0.94471 -2.88080
N -8.39165 -0.35434 -2.41546
C -8.10081 -1.43708 -3.36142
C -7.82278 -2.80004 -2.64630
C -9.73622 -0.34865 -2.09585
C -10.43691 0.90139 -1.50442
O -10.42909 -1.33642 -2.21569
H -4.62837 -0.97599 -3.96952
H -3.22995 -1.59862 -2.85274
H -5.08779 -1.56059 -1.05542
H -6.45463 0.19904 -0.86524
H -5.96762 0.56480 -3.82705
H -6.06554 2.11247 -2.97104
H -8.25287 1.12672 -3.91809
H -8.22443 1.80195 -2.28635
H -7.19009 -1.22879 -3.94402
H -8.89646 -1.55795 -4.11868
H -7.70062 -2.61778 -1.57233
H -8.73703 -3.40256 -2.79185
H -6.98424 -3.34275 -3.09686
H -11.49696 0.69254 -1.34844
H -10.30150 1.70447 -2.24686
H -9.91014 1.14744 -0.57019
C 0.03954 -0.66217 -4.82095
C -0.55415 0.10400 -3.64269
C 0.38004 1.19133 -3.08744
O 1.44297 0.70419 -2.27547
C 2.57489 0.25722 -2.99797
N -0.95423 -0.84988 -2.61141
H 0.80550 -1.37502 -4.51163
H -0.74087 -1.23181 -5.32714
H 0.48156 0.02035 -5.55250
H -1.45601 0.60713 -4.00467
H -0.21341 1.83401 -2.43430
H 0.77247 1.83431 -3.88682
H 2.74921 0.85546 -3.89676
H 2.47176 -0.79814 -3.26002
H 3.44410 0.34959 -2.34412
H -1.43592 -0.34551 -1.86967
H -0.10669 -1.19379 -2.16330
C 1.08218 4.14192 1.86883
C 0.85283 3.40179 0.55392
C -0.50388 2.67848 0.48868
O -0.55466 1.46623 1.22004
C -0.82630 1.61438 2.59932
N 1.97067 2.48172 0.32572
H 1.31742 3.46576 2.69116
H 1.92402 4.83004 1.77190
H 0.20355 4.72897 2.14794
H 0.86035 4.15144 -0.24406
H -0.68434 2.39699 -0.54967
H -1.32892 3.34090 0.77941
H -1.51566 2.44087 2.79373
H 0.10043 1.75485 3.16338
H -1.28742 0.68943 2.94761
H 1.86410 2.05358 -0.59355
H 1.85351 1.70118 0.96820
C 6.61571 0.50209 2.24041
C 6.62251 2.02569 2.30290
C 6.06984 2.58592 3.62547
O 4.65756 2.55517 3.73276
C 4.11761 1.31900 4.15893
N 5.89645 2.54699 1.14226
H 5.61518 0.09894 2.08090
H 7.23354 0.15332 1.41219
H 7.01769 0.06703 3.15905
H 7.66609 2.34908 2.22661
H 6.34060 3.64453 3.68032
H 6.53464 2.09856 4.49311
H 4.76668 0.81620 4.88272
H 3.92802 0.66566 3.30252
H 3.15807 1.52199 4.63604
H 5.97554 3.56068 1.13456
H 4.90300 2.38598 1.30532
C 4.63582 -4.91295 4.23274
C 4.32636 -3.56618 3.58675
C 4.91100 -3.41457 2.17276
O 6.30298 -3.14641 2.14097
C 7.13103 -4.28965 2.24109
N 4.78172 -2.49511 4.47966
H 5.66965 -4.98416 4.57205
H 4.00210 -5.06478 5.10771
H 4.44543 -5.73440 3.53830
H 3.23852 -3.49408 3.49587
H 4.43743 -2.54568 1.70676
H 4.66850 -4.27829 1.54104
H 6.69318 -5.15733 1.73957
H 7.34081 -4.52436 3.28745
H 8.08163 -4.05368 1.76101
H 4.49374 -1.60015 4.09117
H 5.79758 -2.46582 4.42510

Calculated values
HOMO energy (eV): -1.523
Net charge: -1
Frontier orbital gap (eV): 3.53
E (eV): -44581.50056